(one)
Here is an isolated ion of composition C4H9N and charge -1 from the Open Molecules 2025 dataset. Energies are from ωB97M-V/def2-TZVPD.

Last column: Mulliken spin population.
Element x y z (Å)
C 0.10755 0.91245 1.75721  0.648
C -0.65869 0.13403 0.76542  1.322
C 0.03809 -0.25942 -0.53376  0.617
C 0.16135 0.70017 -1.41385  0.255
N 0.39370 -1.56079 -0.81952  1.443
H 1.13119 0.66050 1.91546  -0.285
H 0.10535 1.93924 1.41614  -0.055
H -0.50248 0.82070 2.71425  -0.323
H -1.20574 -0.63239 1.17252  -1.010
H -1.38431 0.79729 0.34870  0.326
H -0.18992 1.70081 -0.98776  0.010
H 0.55714 0.81291 -2.35833  -0.363
H -0.01471 -2.26259 -0.32215  -0.767
H 0.85783 -1.83435 -1.61226  -0.818

## Properties
* HOMO energy (alpha / beta): 1.5 / -4.0 eV
* frontier orbital gap (alpha / beta): 3.057 / 8.391 eV
* E_LUMO (alpha / beta): 0.168 / 0.163 hartree
* 2S+1: 2
* charge: -1

---

(two)
Here is an isolated ion of composition C4H9N and charge -1 from the Open Molecules 2025 dataset. Energies are from ωB97M-V/def2-TZVPD.

Last column: Mulliken spin population.
Element x y z (Å)
N -0.90463 -0.00451 -1.06024  -0.274
C -0.62224 -1.12799 -0.16475  1.246
C 0.21212 -0.58875 0.99320  1.334
C 0.95830 0.58709 0.35055  0.743
C 0.06897 1.06884 -0.81059  1.674
H -1.83110 0.34475 -0.82328  -0.543
H -1.58173 -1.56218 0.15367  -0.272
H -0.07674 -1.92046 -0.68284  -0.222
H -0.43758 -0.27866 1.81875  -1.096
H 0.94313 -1.32644 1.32998  0.045
H 1.15681 1.40613 1.04570  -0.587
H 1.93545 0.23950 0.00352  -0.072
H -0.49118 1.94044 -0.45273  -0.795
H 0.67043 1.22224 -1.70094  -0.180

## Properties
* HOMO energy (alpha / beta): 1.5 / -4.6 eV
* frontier orbital gap (alpha / beta): 3.253 / 9.318 eV
* E_LUMO (alpha / beta): 0.176 / 0.172 hartree
* 2S+1: 2
* charge: -1

---

Most stable = (two)

---

(one)
Here is a 2-piece molecular cluster, C3H5N2 overall from the Open Molecules 2025 dataset. Energies are from ωB97M-V/def2-TZVPD.

Last column: Löwdin charge in e.
Element x y z (Å)
C -0.80352 -0.58491 -0.35680  0.066
C 1.19642 0.10898 -0.50522  -0.045
C -0.58415 0.31782 0.78440  -0.094
N 0.22239 -0.61219 -1.14111  0.120
N 0.77617 0.73302 0.53589  0.140
H -2.04003 -2.67057 -1.59531  0.139
H 2.06387 0.29679 -1.19375  0.189
H -1.12948 1.20463 0.78379  0.134
H -0.78614 -0.32839 1.71190  0.193
H 1.08446 1.53483 0.97623  0.157

## Properties
* HOMO energy (alpha / beta): -14.6 / -15.7 eV
* frontier orbital gap (alpha / beta): 7.904 / 9.595 eV
* E_LUMO (alpha / beta): -0.247 / -0.226 hartree
* charge: +1

---

(two)
Here is an isolated ion of composition C3H5N2 and charge +1 from the Open Molecules 2025 dataset. Energies are from ωB97M-V/def2-TZVPD.

Last column: Löwdin charge in e.
Element x y z (Å)
C -0.42230 0.80547 0.74078  -0.019
C 0.82794 0.79222 0.21364  -0.011
N 0.90052 -0.34126 -0.56630  0.117
C -0.24557 -1.00274 -0.52239  -0.035
N -1.05950 -0.32321 0.29346  0.117
H -0.87861 1.54458 1.37406  0.141
H 1.65368 1.45588 0.40261  0.142
H 1.68049 -0.50600 -1.18856  0.188
H -0.39372 -1.98189 -0.95488  0.170
H -2.06293 -0.44305 0.20758  0.190

## Properties
* HOMO energy: -15.1 eV
* frontier orbital gap: 11.294 eV
* E_LUMO: -0.139 hartree
* charge: +1
* SMILES: c1c[nH+]c[nH]1

---

Most stable = (two)

---

(one)
Here is C4H4INOS as an isolated structure from the Open Molecules 2025 dataset. Energies are from ωB97M-V/def2-TZVPD.

Last column: Löwdin charge in e.
Element x y z (Å)
C 0.09750 -2.27412 -0.20539  -0.519
C 0.25865 -0.01313 -0.36607  -0.170
C -1.56112 -0.39407 0.22479  -1.017
C 0.61837 1.44129 -0.39230  -0.206
N 0.73297 -1.18631 -0.37276  -0.076
O 0.97653 2.00036 0.91337  -0.054
S -1.50118 -2.06725 0.44611  0.884
I -3.28410 0.74654 0.50893  0.772
H 0.68380 -3.28818 -0.12090  0.112
H 1.55647 1.57233 -0.99341  0.134
H -0.28672 1.99014 -0.70694  0.111
H 1.70882 1.47240 1.06458  0.030

## Properties
* HOMO energy (alpha / beta): -8.0 / -8.0 eV
* frontier orbital gap (alpha / beta): 7.742 / 7.741 eV
* E_LUMO (alpha / beta): -0.010 / -0.010 hartree

---

(two)
Here is C4H4INOS as an isolated structure from the Open Molecules 2025 dataset. Energies are from ωB97M-V/def2-TZVPD.

Last column: Löwdin charge in e.
Element x y z (Å)
C 0.23934 -2.32575 -0.12624  -0.458
C 0.37583 -0.14074 0.04105  -0.215
C -1.50380 -0.49053 -0.00214  -1.045
C 0.83874 1.21694 0.27780  -0.262
N 0.94694 -1.26560 0.07871  -0.008
O 0.02050 2.22043 -0.25478  -0.078
S -1.50403 -2.14760 -0.03628  0.915
I -3.08939 0.83706 0.06942  0.819
H 0.56872 -3.24898 -0.32333  0.013
H 0.98018 1.48185 1.41391  0.164
H 1.81321 1.38968 -0.05369  0.100
H 0.31375 2.47323 -1.08445  0.054

## Properties
* HOMO energy (alpha / beta): -7.7 / -7.7 eV
* frontier orbital gap (alpha / beta): 7.711 / 7.710 eV
* E_LUMO (alpha / beta): 0.001 / 0.001 hartree

---

Most stable = (two)

---

(one)
Here is the molecule C3H3NO3S from the Open Molecules 2025 dataset. Energies are from ωB97M-V/def2-TZVPD.

Last column: Löwdin charge in e.
Element x y z (Å)
O -1.26856 1.91284 -0.57295  0.011
C -0.51484 0.80836 -0.27827  -0.401
C -0.27245 -0.29162 -0.93427  0.059
N 0.85620 -0.87355 -0.18324  -0.129
O 0.86132 -2.26939 0.22101  -0.062
O 0.88205 -0.27472 1.09512  -0.044
C 0.19901 0.92804 0.96159  -0.770
S 0.04190 1.98602 2.15880  0.787
H -1.89296 1.45907 -1.33643  0.203
H -0.73415 -0.86384 -1.75598  0.150
H 1.84248 -2.52119 0.62462  0.197

## Properties
* HOMO energy: -8.7 eV
* frontier orbital gap: 8.273 eV
* E_LUMO: -0.015 hartree
* SMILES: Oc1cn(O)oc1=S

---

(two)
Here is the molecule C3H3NO3S from the Open Molecules 2025 dataset. Energies are from ωB97M-V/def2-TZVPD.

Last column: Löwdin charge in e.
Element x y z (Å)
C -1.44737 2.72633 0.09987  -0.008
N -1.68493 1.60164 -0.57283  -0.010
O -1.00138 0.62076 0.10075  -0.139
C -0.23249 -0.29717 -0.68738  -0.427
O -0.64355 -0.66251 -1.76697  0.172
C 0.77432 -0.90806 0.10814  -0.890
O 1.02512 -2.15334 -0.39389  -0.036
S 1.44581 -0.43103 1.39512  0.918
H -2.22372 3.71178 0.00160  0.134
H -0.72385 2.80804 1.00030  0.096
H 2.00093 -2.40072 0.04319  0.188

## Properties
* HOMO energy: -9.8 eV
* frontier orbital gap: 8.380 eV
* E_LUMO: -0.050 hartree
* SMILES: C=NOC(=O)C(O)=S

---

(three)
Here is a 2-piece molecular cluster, C3H3NO3S overall from the Open Molecules 2025 dataset. Energies are from ωB97M-V/def2-TZVPD.

Last column: Löwdin charge in e.
Element x y z (Å)
C 2.04227 1.08236 0.04321  -0.183
C 1.33143 -0.99766 -0.03550  -0.233
C -1.17045 0.69480 -0.13647  -0.129
N 2.01930 2.17693 -0.30750  -0.018
O 2.01473 -1.88788 0.06340  0.209
O -0.97790 -1.83161 -0.84069  -0.270
O -0.62895 -1.35739 1.55934  -0.258
S -0.53153 -0.95192 0.18975  0.638
H -0.69568 1.52840 0.33393  0.043
H -1.12291 0.98815 -1.15479  0.061
H -2.28030 0.55581 0.28531  0.140

## Properties
* HOMO energy: -11.1 eV
* frontier orbital gap: 9.464 eV
* E_LUMO: -0.061 hartree

---

Most stable = (two)